{
  "formula": "C33H61CrF5N2O26S2",
  "method": "ωB97M-V/def2-TZVPD",
  "species": ["Cr", "N", "S", "O", "O", "F", "S", "O", "O", "F", "N", "O", "O", "O", "C", "C", "O", "C", "O", "O", "F", "H", "H", "H", "C", "C", "O", "C", "O", "O", "F", "H", "H", "H", "C", "C", "O", "C", "O", "O", "F", "H", "H", "H", "C", "C", "O", "C", "C", "H", "H", "H", "H", "H", "H", "H", "H", "H", "H", "C", "C", "O", "C", "C", "H", "H", "H", "H", "H", "H", "H", "H", "H", "H", "O", "C", "O", "C", "C", "C", "H", "H", "H", "H", "H", "H", "H", "H", "O", "C", "O", "C", "C", "C", "H", "H", "H", "H", "H", "H", "H", "H", "O", "C", "O", "C", "C", "C", "H", "H", "H", "H", "H", "H", "H", "H", "O", "C", "O", "C", "C", "C", "H", "H", "H", "H", "H", "H", "H", "H"],
  "xyz": [[0.289961, 1.550119, 2.530867], [-0.295572, 0.188238, 1.156523], [0.214568, -1.174074, 0.534545], [0.926994, -1.094197, -0.709014], [-0.596678, -2.322877, 0.836811], [1.417267, -1.350324, 1.597742], [-1.555792, 0.358732, -0.001992], [-2.663562, -0.540765, 0.157406], [-1.147752, 0.740307, -1.330567], [-2.160402, 1.704800, 0.597400], [0.432211, 3.617150, 0.696166], [1.413103, 2.832649, 0.723591], [0.172659, 4.363089, -0.218801], [-0.335140, 3.448805, 1.709624], [-0.289080, -5.359508, 1.028706], [-1.740641, -5.060381, 1.373550], [-1.697894, -5.148934, 2.769917], [-0.662361, -5.960926, 3.159805], [-0.517559, -6.355793, 4.264212], [0.145954, -6.174070, 2.113319], [-2.472160, -6.115663, 0.883180], [0.377216, -4.497078, 0.981691], [-0.160778, -5.845098, 0.064547], [-2.068545, -4.112721, 0.964141], [-2.521446, 3.868023, -1.730998], [-2.392371, 5.361517, -2.060872], [-3.686447, 5.877122, -1.915325], [-4.560280, 4.879106, -1.715349], [-5.749631, 4.998949, -1.653262], [-3.943096, 3.700551, -1.615682], [-1.959535, 5.488037, -3.358911], [-2.089320, 3.610750, -0.766137], [-2.170067, 3.173601, -2.491068], [-1.632351, 5.838100, -1.443261], [0.851266, 1.341178, -3.922780], [1.097059, 2.515931, -2.971500], [0.502848, 3.609178, -3.621754], [0.189783, 3.300092, -4.893147], [-0.188781, 4.087768, -5.693203], [0.278282, 1.963544, -5.084430], [2.454525, 2.689594, -2.846638], [0.141658, 0.640611, -3.487246], [1.797088, 0.923877, -4.258360], [0.636005, 2.514326, -1.985045], [-1.482379, -2.745009, -2.485907], [-0.309882, -3.710115, -2.447357], [-0.646934, -5.065423, -2.151936], [-1.573751, -5.675521, -3.018074], [-1.671961, -7.138071, -2.591290], [-2.092782, -2.849117, -1.590787], [-1.065857, -1.736816, -2.537766], [-2.039283, -2.856624, -3.416107], [0.295500, -3.701202, -3.360044], [0.354556, -3.442649, -1.624680], [-2.565303, -5.220135, -2.937809], [-1.254231, -5.652264, -4.067631], [-0.780380, -7.730558, -2.781085], [-2.447840, -7.649023, -3.173856], [-2.072330, -7.157775, -1.577946], [3.376414, -1.649412, -2.909685], [3.815611, -0.803932, -1.725210], [5.139117, -0.399724, -2.010787], [5.716857, 0.455575, -1.046990], [7.014693, 1.006405, -1.616101], [2.329624, -1.938861, -2.816647], [3.574722, -1.109969, -3.835125], [3.962757, -2.569015, -2.924069], [3.194749, 0.084865, -1.568319], [3.745657, -1.441309, -0.832354], [5.019219, 1.216333, -0.696065], [6.032634, -0.153574, -0.190215], [6.924894, 1.451059, -2.605090], [7.713969, 0.172422, -1.680608], [7.415430, 1.731796, -0.905732], [0.287773, -0.074311, 4.084290], [0.648897, -1.087239, 4.667922], [1.344217, -1.092547, 5.766484], [2.057821, 0.072310, 6.211318], [2.603505, -0.183068, 7.603113], [0.191567, -2.455106, 4.207083], [1.329185, 0.876372, 6.340523], [2.829503, 0.343478, 5.495699], [3.071641, 0.741863, 7.936392], [3.242748, -1.064831, 7.638141], [1.807005, -0.394020, 8.319153], [0.118496, -3.145844, 5.046357], [0.925296, -2.823635, 3.489564], [-0.774143, -2.432036, 3.712420], [-3.642549, -0.724657, -4.670685], [-3.907347, 0.307657, -4.113620], [-3.838355, 1.521167, -4.679562], [-3.221585, 1.612489, -5.982679], [-3.298149, 3.082252, -6.348953], [-4.503135, 0.405162, -2.750267], [-3.851586, 1.012984, -6.645779], [-2.235913, 1.155195, -6.063057], [-4.344312, 3.354504, -6.498298], [-2.802727, 3.307444, -7.291742], [-2.896229, 3.680688, -5.533730], [-5.462267, 0.915168, -2.862499], [-3.839500, 1.033517, -2.154654], [-4.693323, -0.519345, -2.215922], [-1.810747, 1.911079, 3.366288], [-3.011791, 2.025911, 3.481103], [-3.769615, 1.356531, 4.330765], [-3.086535, 0.356042, 5.105608], [-3.040573, -0.957861, 4.339186], [-3.824710, 2.903106, 2.594017], [-3.573104, 0.193610, 6.065874], [-2.098181, 0.739821, 5.361388], [-2.741421, -1.787738, 4.979491], [-2.385750, -0.909352, 3.467588], [-4.027408, -1.213932, 3.949301], [-3.227648, 3.643098, 2.064955], [-4.472463, 3.548905, 3.193569], [-4.428122, 2.295815, 1.922968], [2.549795, 0.976225, 2.937968], [3.727560, 0.799392, 2.718467], [4.572240, 1.764163, 2.402312], [4.127134, 3.120698, 2.525647], [4.538172, 3.953928, 1.342888], [4.332631, -0.563814, 2.713211], [4.408756, 3.619132, 3.458565], [3.043334, 3.133707, 2.669757], [4.127484, 3.632697, 0.386012], [5.624005, 4.010306, 1.252500], [4.174429, 4.977586, 1.450304], [4.335015, -0.970106, 1.697663], [3.700437, -1.235299, 3.287357], [5.385862, -0.545018, 2.985135]],
  "forces_ev_per_a": [[-0.1, 1.2, 1.5], [-3.0, -0.7, -3.7], [4.2, -3.4, 1.5], [-1.1, 0.1, 0.6], [0.2, 1.1, -0.6], [-0.2, 0.2, -0.3], [-2.9, 2.6, -0.2], [1.4, 0.2, 0.0], [0.2, -0.5, 1.4], [0.7, -0.4, -0.1], [0.4, -1.5, 0.2], [0.5, 0.3, -0.7], [0.1, 0.1, 0.5], [-0.4, 0.1, 0.3], [0.7, 0.3, -0.8], [1.9, -0.8, -0.4], [-0.9, 0.4, 0.2], [0.0, 0.3, -0.6], [0.1, -0.1, 0.3], [0.0, -0.4, 0.3], [-0.6, 0.3, 0.1], [-0.4, 0.3, 0.2], [-0.3, -0.4, 0.2], [-0.5, 0.0, 0.4], [-0.8, 0.0, 0.5], [1.0, -1.1, -0.4], [0.9, 0.5, 0.0], [-1.7, -0.7, -0.2], [0.8, 0.3, 0.1], [0.3, -0.3, 0.0], [-0.4, 0.3, 0.0], [0.1, 0.2, -0.1], [0.2, 0.3, -0.2], [-0.4, 0.4, 0.1], [-0.3, 0.5, -0.1], [-0.3, 0.1, -0.1], [0.7, 0.2, 0.4], [-0.6, -0.2, -0.5], [0.1, -0.1, -0.2], [0.0, 0.2, 0.1], [-0.2, 0.3, 0.1], [0.2, -0.2, -0.2], [0.0, -0.4, 0.4], [0.4, -0.5, 0.1], [0.7, -0.1, -0.6], [0.2, -0.4, 0.5], [-0.1, 0.3, 0.1], [0.1, -1.0, -0.1], [-1.2, 0.1, -0.5], [-0.2, 0.0, -0.1], [-0.1, 0.1, 0.2], [-0.4, -0.1, 0.2], [-0.2, 0.2, -0.2], [0.1, 0.1, -0.1], [0.1, 0.1, -0.1], [0.1, 0.4, 0.0], [0.3, 0.3, 0.5], [0.0, 0.2, -0.2], [0.6, -0.3, 0.2], [0.0, 0.0, 0.3], [0.0, -0.3, -0.4], [0.0, 0.2, 0.1], [0.6, -0.6, -0.2], [-0.1, -0.1, 0.3], [0.0, 0.2, -0.1], [-0.2, 0.0, -0.1], [0.1, 0.0, -0.1], [-0.1, -0.1, 0.0], [0.2, 0.2, 0.2], [-0.2, 0.2, -0.2], [-0.3, 0.0, 0.3], [-0.2, 0.1, 0.1], [0.1, 0.1, -0.1], [0.1, 0.1, -0.1], [0.5, 0.9, -0.3], [-1.6, -0.4, -0.8], [0.9, -0.7, 0.3], [-0.7, 0.6, 1.0], [-0.3, -0.4, -0.1], [0.3, 0.0, 0.5], [0.1, 0.2, -0.6], [-0.1, -0.1, -0.1], [0.4, -0.2, 0.0], [0.4, 0.3, 0.0], [-0.2, 0.1, -0.2], [0.2, 0.0, 0.0], [0.0, -0.1, 0.1], [0.1, 0.3, -0.1], [0.6, -0.1, -0.3], [-0.8, -0.6, -0.1], [0.9, -0.1, 0.3], [-1.0, -0.1, -0.8], [-0.3, -0.2, 0.0], [-0.2, 0.7, 0.5], [0.1, 0.1, -0.1], [0.2, 0.2, 0.6], [0.0, 0.0, 0.2], [0.3, -0.1, 0.2], [0.2, 0.2, -0.2], [0.1, 0.2, 0.2], [-0.2, 0.1, 0.1], [0.4, -0.3, -0.4], [0.9, -0.5, 0.6], [-0.5, 0.4, -1.0], [0.2, -0.2, 0.5], [0.6, -0.7, 0.3], [-0.2, 0.1, -0.3], [-0.3, 1.2, 0.3], [-0.6, 0.4, -0.3], [0.1, -0.1, -0.2], [0.2, 0.1, 0.1], [0.1, 0.1, 0.1], [-0.1, 0.1, 0.2], [0.4, -0.6, -0.3], [-0.3, -0.5, 0.1], [0.0, 0.1, 0.0], [-1.0, 0.4, 0.3], [0.3, -0.1, -0.7], [0.5, 0.1, 0.6], [-1.6, 1.1, 0.1], [0.3, 0.3, -0.4], [0.2, -0.2, -0.5], [1.0, -0.7, 0.1], [0.0, -0.2, -0.7], [-0.1, -0.4, 0.1], [0.0, -0.1, 0.0], [0.0, 0.0, 0.3], [-0.2, 0.3, -0.1], [0.3, 0.0, 0.3], [-0.1, 0.0, 0.4]],
  "lowdin_charge": [0.9368, -0.3280, 0.4945, -0.2348, -0.2538, -0.1790, 0.5695, -0.2280, -0.2472, -0.1687, -0.5181, -0.0402, 0.0915, -0.1114, -0.0649, -0.2872, 0.1147, -0.5582, 0.1751, 0.0902, 0.0587, 0.1200, 0.1259, 0.1485, -0.0428, -0.2719, 0.1600, -0.5667, 0.1614, 0.0663, 0.0592, 0.0969, 0.1314, 0.1584, -0.0215, -0.2895, 0.1254, -0.5606, 0.1752, 0.0673, 0.0536, 0.1205, 0.1363, 0.1306, -0.0605, -0.2551, -0.1843, -0.2847, -0.0710, 0.0790, 0.0588, 0.0756, 0.1208, 0.0897, 0.1173, 0.1222, 0.0761, 0.0746, 0.0634, -0.0605, -0.2924, -0.1548, -0.2863, -0.0669, 0.0541, 0.0768, 0.0803, 0.1046, 0.1094, 0.1067, 0.1106, 0.0780, 0.0758, 0.0721, 0.0002, -0.4906, 0.0454, -0.1893, -0.0558, 0.0522, 0.1298, 0.1167, 0.0856, 0.0841, 0.0838, 0.1048, 0.0938, 0.0677, 0.1037, -0.5494, -0.0171, -0.2073, -0.0579, 0.0287, 0.1212, 0.1163, 0.0793, 0.0835, 0.0621, 0.1007, 0.0600, 0.0890, 0.0225, -0.5053, 0.0419, -0.1843, -0.0451, 0.0407, 0.1268, 0.1106, 0.0867, 0.0632, 0.0928, 0.0881, 0.1027, 0.1081, 0.0148, -0.5053, 0.0455, -0.2127, -0.0569, 0.0530, 0.1312, 0.0948, 0.0737, 0.0809, 0.0876, 0.0878, 0.0897, 0.1007],
  "lumo_energy_ev": [-1.2, -0.8],
  "spin_multiplicity": 5,
  "s_squared": 6.007,
  "e_tot_ev": -155102.942,
  "e_above_lowest_kcal_mol": 0.0
}